Record 1
Below is a single C4H7NO2 molecule, with properties calculated with ωB97M-V/def2-TZVPD.

Structure (XYZ):
```
14
Properties=species:S:1:pos:R:3:mulliken_charge:R:1
C -0.591 0.242 -2.298 -0.756
N -0.373 -0.177 -0.927 -0.340
C 0.793 -0.521 -0.607 0.041
O 1.119 -0.969 0.628 -0.330
C 0.166 -0.815 1.644 0.629
C -0.066 0.612 2.067 -0.778
O -0.303 -1.783 2.161 -0.496
H 0.290 0.128 -2.951 0.303
H -1.414 -0.345 -2.717 0.248
H -0.900 1.292 -2.312 0.260
H 1.670 -0.522 -1.262 0.367
H 0.455 0.787 3.015 0.290
H -1.136 0.749 2.238 0.258
H 0.292 1.321 1.322 0.303
```

The calculation puts the frontier orbital gap at 0.416 Eh. The value obtained for the energy relative to the best compared isomer or geometry (same formula, charge and spin) is 113.8 kJ/mol. Its charge is 0. The value obtained for the HOMO energy is -10.35 eV. Its LUMO energy is 0.9592 eV. The structure (SMILES) is C/N=C/OC(C)=O. As for the total energy: -361.83751 hartree.


Record 2
Below is a single C20H26N2O5S molecule at a distorted geometry, with properties calculated with ωB97M-V/def2-TZVPD.

Structure (XYZ):
```
54
Properties=species:S:1:pos:R:3:mulliken_charge:R:1
C 3.768 0.657 2.594 -0.743
C 2.551 0.394 2.156 -0.097
C 2.245 -0.128 0.782 -0.681
N 1.578 -1.424 0.750 0.240
C 0.153 -1.345 1.047 -0.959
C -0.557 -0.665 -0.076 0.591
N -0.984 0.629 0.003 -0.532
C -1.532 0.892 -1.154 0.886
C -2.126 2.158 -1.518 -0.287
C -2.092 3.179 -0.567 -0.026
C -2.642 4.420 -0.840 0.494
O -2.658 5.476 0.022 -0.468
C -2.077 5.303 1.292 -0.803
C -3.233 4.633 -2.086 -0.856
C -3.272 3.630 -3.032 -0.615
C -2.723 2.377 -2.771 0.288
O -2.724 1.340 -3.651 -0.395
C -3.315 1.525 -4.913 -0.977
O -1.487 -0.155 -1.998 -0.370
C -0.866 -1.147 -1.319 0.098
C -0.639 -2.457 -1.976 -1.376
C 2.315 -2.484 1.402 -0.479
C 2.022 -3.854 0.760 -0.632
C 2.905 -4.862 1.458 -0.873
S 2.788 -4.335 3.208 1.211
O 1.819 -5.143 3.898 -0.679
O 4.102 -4.244 3.783 -0.682
C 2.108 -2.670 2.906 -0.816
H 3.952 1.032 3.587 0.284
H 4.636 0.519 1.971 0.269
H 1.693 0.548 2.797 0.301
H 3.171 -0.216 0.204 0.411
H 1.585 0.578 0.270 0.307
H -0.239 -2.359 1.145 0.716
H -0.061 -0.791 1.971 0.245
H -1.622 2.947 0.373 0.637
H -2.580 4.514 1.859 0.320
H -1.010 5.071 1.217 0.323
H -2.205 6.255 1.805 0.230
H -3.661 5.600 -2.296 0.432
H -3.738 3.836 -3.982 0.405
H -2.810 2.310 -5.485 0.359
H -4.381 1.762 -4.830 0.356
H -3.199 0.574 -5.431 0.271
H -1.230 -2.512 -2.885 0.374
H 0.414 -2.577 -2.229 0.209
H -0.923 -3.269 -1.308 0.320
H 3.377 -2.267 1.238 0.386
H 2.210 -3.807 -0.312 0.378
H 0.976 -4.122 0.916 0.248
H 2.558 -5.886 1.379 0.468
H 3.949 -4.784 1.170 0.415
H 2.654 -1.955 3.511 0.474
H 1.059 -2.698 3.186 0.402
```

The calculation puts the frontier orbital gap at 0.307 Eh. The value obtained for the energy relative to the best compared isomer or geometry (same formula, charge and spin) is 373.8 kJ/mol. Its charge is 0. The value obtained for the HOMO energy is -7.77 eV. Its LUMO energy is 0.5967 eV. The structure (SMILES) is C=CCN(Cc1nc(-c2cc(OC)ccc2OC)oc1C)[C@@H]1CCS(=O)(=O)C1. As for the total energy: -1661.53929 hartree.


Record 3
Below is 8 unconnected molecules or ions with the total composition C32H80O16 at a distorted geometry, with properties calculated with ωB97M-V/def2-TZVPD.

Structure (XYZ):
```
128
Properties=species:S:1:pos:R:3:mulliken_charge:R:1
C 7.800 -29.221 32.976 -0.710
O 7.850 -30.506 32.384 -0.314
C 7.726 -30.462 30.944 -0.512
C 7.736 -31.990 30.452 -0.479
O 6.660 -32.755 30.949 -0.300
C 6.320 -33.864 30.155 -0.763
H 8.280 -29.205 33.955 0.251
H 6.756 -28.924 33.076 0.302
H 8.448 -28.585 32.374 0.275
H 8.649 -29.967 30.641 0.280
H 6.883 -29.808 30.719 0.395
H 8.683 -32.442 30.745 0.318
H 7.797 -31.831 29.376 0.384
H 5.612 -33.612 29.365 0.288
H 5.847 -34.683 30.698 0.252
H 7.167 -34.274 29.605 0.329
C 15.244 -25.902 28.452 -0.711
O 15.087 -25.980 27.013 -0.421
C 14.783 -27.273 26.432 -0.514
C 15.796 -28.403 26.803 -0.227
O 15.873 -28.934 28.136 -0.342
C 14.609 -29.529 28.523 -0.629
H 15.940 -26.588 28.936 0.303
H 14.281 -26.195 28.870 0.334
H 15.633 -24.940 28.783 0.318
H 14.782 -27.220 25.344 0.363
H 13.772 -27.623 26.641 0.359
H 16.740 -27.877 26.666 -0.118
H 15.909 -29.169 26.036 0.506
H 13.892 -28.807 28.916 0.151
H 14.906 -30.055 29.430 0.275
H 14.161 -30.214 27.803 0.340
C 23.122 -21.237 36.942 -0.670
O 22.287 -21.617 35.849 -0.334
C 21.062 -20.984 35.664 -0.380
C 20.451 -21.473 34.299 -0.517
O 19.168 -20.925 33.890 -0.424
C 18.014 -21.224 34.628 -0.083
H 23.382 -20.197 36.741 0.281
H 24.053 -21.764 37.148 0.246
H 22.495 -21.418 37.815 0.274
H 21.189 -19.907 35.560 0.305
H 20.437 -21.219 36.526 0.319
H 20.352 -22.555 34.393 0.264
H 21.213 -21.569 33.525 0.440
H 17.816 -22.244 34.297 -0.043
H 17.141 -20.595 34.452 0.150
H 18.335 -21.181 35.668 0.206
C 15.296 -23.878 33.645 -0.401
O 14.034 -24.009 34.310 -0.317
C 12.918 -24.729 33.654 -0.625
C 13.263 -26.138 33.174 0.352
O 12.113 -26.662 32.574 -0.468
C 12.035 -27.996 32.136 -0.210
H 15.767 -23.025 34.133 -0.008
H 15.219 -23.568 32.602 0.431
H 15.821 -24.825 33.768 0.117
H 12.684 -24.188 32.738 0.322
H 12.108 -24.586 34.370 0.311
H 13.594 -26.737 34.023 -0.136
H 14.038 -26.163 32.408 0.236
H 11.007 -28.169 31.820 0.120
H 12.121 -28.741 32.928 0.259
H 12.658 -28.198 31.264 -0.008
C 13.354 -25.426 37.856 -0.734
O 13.633 -25.014 39.233 -0.386
C 12.431 -24.559 39.860 -0.453
C 11.569 -25.738 40.430 -0.362
O 10.330 -25.373 41.080 -0.353
C 9.721 -26.470 41.720 -0.677
H 12.951 -26.433 37.964 0.315
H 14.359 -25.328 37.444 0.245
H 12.702 -24.873 37.180 0.355
H 11.792 -23.864 39.316 0.327
H 12.843 -24.102 40.760 0.297
H 12.160 -26.328 41.132 0.302
H 11.409 -26.383 39.567 0.278
H 9.443 -27.216 40.975 0.273
H 8.832 -26.154 42.266 0.250
H 10.428 -26.754 42.499 0.313
C 19.453 -25.526 32.211 -0.720
O 19.449 -26.145 30.923 -0.202
C 20.614 -25.904 30.193 -0.656
C 20.272 -26.358 28.702 -0.546
O 19.218 -25.549 28.113 -0.295
C 19.046 -25.823 26.754 -0.877
H 20.244 -25.991 32.799 0.336
H 18.513 -25.571 32.760 0.104
H 19.614 -24.463 32.028 0.374
H 21.336 -26.658 30.506 0.348
H 21.088 -24.922 30.191 0.408
H 20.103 -27.433 28.630 0.345
H 21.185 -26.114 28.158 0.409
H 19.768 -25.216 26.207 0.340
H 18.110 -25.493 26.303 0.270
H 19.013 -26.893 26.553 0.345
C 12.270 -20.881 34.203 -0.371
O 13.496 -20.125 34.053 -0.330
C 13.579 -18.922 34.790 -0.268
C 12.311 -18.142 34.611 -0.575
O 12.435 -16.925 35.265 -0.359
C 12.709 -15.827 34.427 -0.776
H 12.141 -21.164 35.248 0.353
H 12.499 -21.823 33.706 -0.190
H 11.436 -20.374 33.719 0.362
H 14.493 -18.412 34.486 0.296
H 13.611 -19.022 35.875 0.277
H 11.455 -18.540 35.156 0.224
H 12.082 -18.025 33.552 0.461
H 13.709 -15.905 34.000 0.308
H 12.740 -14.888 34.979 0.289
H 12.094 -15.621 33.551 0.314
C 17.295 -31.378 36.203 -0.688
O 16.926 -30.342 35.311 -0.309
C 15.531 -30.285 34.792 -0.636
C 15.048 -28.838 34.496 -0.280
O 15.538 -27.702 35.317 -0.359
C 16.911 -27.476 35.130 -0.799
H 17.793 -32.229 35.739 0.251
H 16.376 -31.720 36.680 0.307
H 17.966 -31.077 37.007 0.252
H 14.888 -30.838 35.478 0.414
H 15.511 -31.095 34.064 0.432
H 13.979 -28.774 34.699 0.145
H 15.109 -28.527 33.453 0.382
H 17.522 -27.969 35.887 0.301
H 17.061 -26.406 35.270 0.293
H 17.210 -27.847 34.150 0.316
```

The calculation puts the frontier orbital gap at 0.355 Eh. The value obtained for the energy relative to the best compared isomer or geometry (same formula, charge and spin) is 584.4 kJ/mol. Its charge is 0. The value obtained for the HOMO energy is -9.28 eV. Its LUMO energy is 0.3833 eV. The structure (SMILES) is COCCOC.COCCOC.COCCOC.COCCOC.COCCOC.COCCOC.COCCOC.COCCOC. As for the total energy: -2470.48287 hartree.


Record 4
Below is a molecular structure, H8MgN2O10 at a distorted geometry, with properties calculated with ωB97M-V/def2-TZVPD.

Structure (XYZ):
```
21
Properties=species:S:1:pos:R:3:mulliken_charge:R:1
Mg -0.108 -0.010 -0.180 1.072
N -1.135 2.294 1.980 0.853
O -0.896 1.449 1.053 -0.522
O -0.216 2.700 2.688 -0.591
O -2.308 2.641 2.163 -0.589
N 1.699 -2.258 -1.568 0.810
O 0.821 -1.352 -1.372 -0.459
O 2.828 -1.902 -1.942 -0.558
O 1.415 -3.444 -1.399 -0.576
O 1.691 0.076 0.806 -0.467
H 2.114 -0.701 1.193 0.255
H 2.184 0.832 1.151 0.266
O -0.625 -1.289 1.205 -0.396
H -1.295 -1.981 1.246 0.267
H -0.360 -1.138 2.122 0.280
O -1.960 -0.227 -1.039 -0.404
H -2.200 -0.914 -1.675 0.282
H -2.738 0.340 -0.960 0.268
O 0.217 1.409 -1.535 -0.346
H 0.752 2.208 -1.452 0.268
H 0.120 1.266 -2.485 0.287
```

The calculation puts the frontier orbital gap at 0.320 Eh. The value obtained for the energy relative to the best compared isomer or geometry (same formula, charge and spin) is 33.6 kJ/mol. Its charge is 0. The value obtained for the HOMO energy is -9.19 eV. Its LUMO energy is -0.4946 eV. As for the total energy: -1066.71689 hartree.


Record 5
Below is 3 unconnected molecules or ions with the total composition C6H17N3O4 at a distorted geometry, with properties calculated with ωB97M-V/def2-TZVPD.

Structure (XYZ):
```
30
Properties=species:S:1:pos:R:3:mulliken_charge:R:1
C -12.676 -3.005 -0.296 -0.944
C 15.681 -0.373 0.578 -0.949
C 15.650 0.704 -1.392 -1.037
C -11.901 1.308 2.015 -0.480
C -11.259 -2.574 -0.016 0.106
C -11.219 2.102 -0.086 0.260
N -10.875 1.125 -0.874 0.883
N 13.861 1.261 0.090 -0.330
N 14.729 0.145 -0.397 -0.200
O -9.469 1.099 -0.933 -0.368
O -11.530 0.564 -1.707 -0.426
O -11.625 2.311 1.034 -0.135
O -11.070 -1.407 0.256 -0.454
H -13.203 -1.956 -0.437 0.231
H -12.640 -3.778 -0.995 0.355
H -13.040 -3.579 0.514 0.309
H 16.406 0.390 0.650 0.454
H 15.104 -0.755 1.439 0.363
H 16.067 -1.211 0.175 0.348
H 15.081 1.129 -2.381 0.299
H 16.127 1.605 -1.094 0.498
H 16.263 -0.008 -1.802 0.378
H -11.107 1.336 2.689 0.353
H -11.641 0.219 1.717 0.143
H -12.867 1.350 2.287 0.375
H -9.244 0.732 -1.820 0.384
H -10.303 -3.126 0.004 0.405
H 13.203 1.457 -0.717 0.402
H 14.323 1.996 0.577 0.371
H 13.174 0.940 0.922 0.403
```

The calculation puts the frontier orbital gap (spin up / spin down) at 0.276 / 0.275 Eh. The value obtained for the energy relative to the best compared isomer or geometry (same formula, charge and spin) is 627.0 kJ/mol. Its charge is +2. The value obtained for the HOMO energy (spin up / spin down) is -14.12 / -14.12 eV. Its LUMO energy (spin up / spin down) is -6.6206 / -6.6231 eV. As for the total energy: -703.09086 hartree.


Which formula does entry 2 have? C20H26N2O5S


What is the energy relative to the best compared isomer or geometry (same formula, charge and spin) in the second record? 373.8 kJ/mol


Which of these has the highest energy relative to the best compared isomer or geometry (same formula, charge and spin)? C6H17N3O4